Here is a molecular structure, C15H22CeF2N4OS6 in a non-equilibrium geometry from the Open Molecules 2025 dataset. Energies are from the ωB97M-V functional and the def2-TZVPD basis.

XYZ file:
```
51
Properties=species:S:1:pos:R:3:lowdin_charge:R:1
Ce -0.662 -0.663 0.441 0.587
C 0.667 1.806 3.323 -0.458
C -0.753 2.320 3.040 -0.499
S -1.849 0.941 2.671 0.908
C -3.316 1.776 1.852 -0.433
C -3.025 2.730 0.714 -0.457
S -2.269 1.841 -0.696 0.914
C -1.018 2.996 -1.274 -0.507
C -0.014 2.328 -2.179 -0.490
S 1.126 1.160 -1.403 0.813
C 2.287 2.200 -0.493 -0.486
C 1.910 2.593 0.930 -0.489
S 1.471 1.110 1.842 0.900
H 0.650 0.986 4.070 0.100
H 1.274 2.636 3.699 0.096
H -0.718 3.022 2.207 0.056
H -1.090 2.849 3.928 0.096
H -3.872 2.287 2.602 0.078
H -3.929 0.917 1.519 0.085
H -2.330 3.529 1.015 0.077
H -3.952 3.199 0.395 0.094
H -0.522 3.462 -0.386 0.079
H -1.491 3.809 -1.823 0.095
H 0.556 3.061 -2.717 0.087
H -0.513 1.724 -2.935 0.085
H 2.482 3.075 -1.113 0.095
H 3.226 1.639 -0.466 0.087
H 1.100 3.316 0.964 0.064
H 2.791 3.051 1.409 0.103
O -2.882 -1.325 0.639 -0.403
N -3.388 -2.031 1.643 0.003
C -3.378 -3.330 1.561 -0.273
C -2.884 -4.099 0.426 -0.134
N -2.499 -4.566 -0.584 0.187
C -3.862 -4.059 2.756 -0.149
N -4.147 -4.805 3.591 0.168
F 2.350 -2.473 1.666 -0.049
C 1.151 -2.281 1.010 -0.217
F 0.195 -1.678 2.241 -0.348
H 0.758 -3.305 0.907 0.082
S -0.159 -1.946 -2.472 0.632
C 1.446 -2.315 -2.825 -1.062
N 1.825 -3.066 -3.863 -0.049
C 3.271 -3.194 -4.128 -0.196
C 3.957 -2.961 -2.786 -0.394
S 2.844 -1.827 -1.917 0.951
H 1.150 -3.456 -4.498 0.145
H 3.546 -2.410 -4.865 0.134
H 3.523 -4.157 -4.538 0.122
H 4.940 -2.529 -2.877 0.083
H 4.027 -3.887 -2.222 0.088
```

## Properties
2S+1: 2
HOMO energy (spin up / spin down): -11.7 / -11.8 eV
relative energy (zero: lowest compared OMol25 entry of this formula, charge and spin): 29.77 kJ/mol
total charge: +1
Kohn-Sham gap (spin up / spin down): 9.247 / 9.314 eV